Record 1
DFT (the ωB97M-V functional and the def2-TZVPD basis) results for a cluster of 2 separate species, C3H8Br2N2 in total at a distorted geometry.

Last column: Mulliken charge in e.
Atoms and positions in Å:
Br 3.052 -1.893 -0.877  -0.70
Br 1.714 2.492 0.088  -0.06
N 0.182 0.163 -0.292  0.50
N -0.106 0.139 1.042  -0.48
C -0.195 -0.925 -1.084  -0.65
C -1.508 0.391 1.366  -0.74
C 1.233 0.891 -0.724  -0.12
H -1.684 1.440 1.423  0.28
H -0.939 -0.674 -1.862  0.36
H -1.699 -0.177 2.264  0.31
H 0.497 0.587 1.689  0.27
H 0.681 -1.523 -1.177  0.08
H -1.972 -0.075 0.545  0.30
H -0.824 -1.629 -0.565  0.32
H 1.568 0.792 -1.837  0.36

Results
Energy relative to the best compared isomer or geometry (same formula, charge and spin): 27.52 kcal per mole
Largest force on an atom: 5.2 eV/Å
HOMO energy: -7.69 eV
Gap between HOMO and LUMO: 0.2346 Ha

Record 2
DFT (the ωB97M-V functional and the def2-TZVPD basis) results for the molecule C9H8BrNS at a distorted geometry.

Last column: Mulliken charge in e.
Atoms and positions in Å:
Br -1.936 1.454 0.642  0.01
S -0.486 -2.638 0.225  -0.37
N -1.692 -0.339 0.277  -0.24
C 3.116 1.173 0.274  -0.43
C 1.733 -0.555 1.206  -0.47
C 2.117 1.495 -0.629  -0.59
C -0.532 -0.990 0.283  0.28
C -3.162 -1.191 -0.335  0.14
C 2.924 0.145 1.186  -0.53
C -4.286 -0.547 -0.275  -0.65
C 0.718 -0.218 0.315  0.38
C 0.921 0.803 -0.612  -0.27
H 4.051 1.713 0.265  0.38
H 3.712 -0.111 1.879  0.38
H 2.266 2.283 -1.353  0.38
H -5.187 -1.006 -0.648  0.24
H -4.386 0.447 0.130  0.20
H 0.156 1.034 -1.340  0.46
H -2.838 -2.150 -0.666  0.29
H 1.572 -1.364 1.902  0.41

Results
Energy relative to the best compared isomer or geometry (same formula, charge and spin): 29.46 kcal per mole
Largest force on an atom: 4.5 eV/Å
HOMO energy: -8.19 eV
Gap between HOMO and LUMO: 0.3003 Ha

Record 3
DFT (the ωB97M-V functional and the def2-TZVPD basis) results for a cluster of 2 separate species, C5H7N in total.

Last column: Mulliken charge in e.
Atoms and positions in Å:
N -0.264 -1.835 -0.186  -0.58
C -3.528 1.034 -0.002  -0.38
C -2.916 0.017 -0.197  -0.46
C 0.443 -0.879 0.145  0.40
C 1.145 0.190 0.426  -0.29
C 2.454 0.526 -0.244  -0.98
H -4.069 1.939 0.165  0.36
H 2.528 0.062 -1.231  0.31
H 0.765 0.834 1.215  0.34
H -0.052 -2.696 0.320  0.25
H 3.305 0.184 0.357  0.26
H -2.341 -0.872 -0.372  0.46
H 2.553 1.608 -0.370  0.29

Results
Energy relative to the best compared isomer or geometry (same formula, charge and spin): 81.95 kcal per mole
Largest force on an atom: 0.6 eV/Å
HOMO energy: -8.96 eV
Gap between HOMO and LUMO: 0.3634 Ha

Record 4
DFT (the ωB97M-V functional and the def2-TZVPD basis) results for a cluster of 11 separate species, C36H95BrN2O10P in total at a distorted geometry.

Last column: Mulliken charge in e.
Atoms and positions in Å:
Br 1.027 -0.350 0.099  -0.20
P 2.660 -0.620 1.576  0.64
O 3.495 -5.663 3.354  -0.49
O -8.362 0.045 -4.370  -0.41
O 6.032 2.590 -1.385  -0.49
O 6.489 2.548 4.270  -0.54
O 4.440 5.991 7.284  -0.51
O -0.350 3.687 -1.390  -0.39
O 2.786 4.960 3.374  -0.54
O 1.519 -1.835 8.028  -0.53
O -7.524 -1.259 1.744  -0.44
O -3.217 -2.937 5.200  -0.55
N 0.249 -3.580 5.267  -0.55
N 1.592 1.354 4.601  -0.33
C -2.212 2.217 -4.476  -0.21
C -8.855 -1.294 2.255  -0.59
C 0.487 -3.213 3.855  -0.76
C 2.847 0.840 2.667  0.00
C -3.603 0.243 -3.599  1.74
C -4.875 -0.271 -4.342  -0.62
C 4.920 3.428 -1.088  -0.36
C 0.393 1.967 2.573  -0.96
C 6.113 3.380 3.176  -0.10
C 3.450 -2.281 -4.049  -0.95
C 3.357 -5.633 1.938  -0.32
C 5.562 6.276 6.450  -0.51
C 2.349 -2.198 2.452  -1.03
C 0.868 -2.218 -4.377  -0.14
C 0.465 -2.059 -5.873  -1.00
C 4.340 -1.483 -1.746  -1.07
C 2.441 -0.786 7.764  -0.38
C -8.409 0.099 -5.792  -0.64
C -5.318 -2.871 -0.860  -1.08
C -0.773 0.165 -6.311  -0.61
C -0.912 -1.321 -5.918  -0.15
C 2.146 -3.090 -4.208  -0.95
C -2.162 0.781 -6.655  -0.38
C -3.481 -2.996 3.804  -0.52
C -5.696 -1.388 -1.038  -0.15
C 3.400 -1.190 -2.946  0.14
C 4.292 -0.796 0.713  -1.39
C 1.562 -2.079 3.794  0.23
C -3.452 1.802 -3.637  -1.21
C 1.589 1.405 3.337  -0.31
C 2.776 4.932 4.804  -0.51
C 0.636 4.601 -0.918  -0.29
C -6.386 -1.075 -2.386  -0.60
C -5.541 -1.463 -3.629  -0.99
C -2.445 2.157 -6.002  -0.89
C 4.344 -0.274 -0.755  -0.26
H -2.932 0.036 -6.424  -0.08
H 2.272 -2.256 4.609  0.33
H -5.587 0.546 -4.524  0.33
H 4.436 -5.649 3.559  0.29
H -6.230 -1.916 -4.357  0.29
H 4.361 3.659 -1.999  0.36
H 1.230 -1.490 -6.413  0.32
H 5.254 4.356 -0.620  0.39
H 1.800 4.590 5.158  0.24
H 7.016 3.752 2.701  0.35
H 3.805 -4.716 1.541  0.00
H 0.070 2.825 -1.470  0.23
H 3.370 -1.188 7.346  0.21
H -4.731 -3.275 -1.692  0.37
H 3.625 0.661 3.421  0.60
H 3.723 -0.221 -3.355  0.29
H 4.246 -2.988 -3.779  0.46
H -7.903 0.997 -6.158  0.28
H 5.008 -0.219 1.321  0.67
H 0.670 2.711 1.815  -0.17
H 1.008 -1.147 3.904  -0.20
H 1.328 -2.271 7.190  0.30
H -4.710 -2.962 0.049  0.21
H -8.816 0.826 -4.037  0.26
H -4.757 -2.199 -3.410  0.43
H 0.770 -4.086 3.247  0.20
H 2.960 5.934 5.176  0.27
H -0.623 -4.105 5.275  0.26
H -2.742 -0.153 -4.148  -1.34
H -3.077 -2.111 3.299  0.21
H -3.504 2.385 -6.195  0.37
H 3.251 1.636 2.013  -0.08
H 2.243 -3.683 -5.128  0.41
H 2.009 -0.062 7.066  0.08
H -9.445 -1.947 1.617  0.23
H -9.294 -0.293 2.246  0.27
H -4.834 -0.728 -0.856  0.22
H 1.747 -2.819 1.772  0.58
H 4.042 -2.413 -1.239  0.22
H 4.775 5.872 8.179  0.29
H -1.582 -1.839 -6.616  0.43
H -1.996 3.265 -4.223  0.37
H 1.012 4.290 0.062  -0.05
H -2.263 -2.912 5.318  0.26
H 3.558 4.261 5.168  0.23
H 2.664 -0.285 8.703  0.30
H -7.898 -0.779 -6.181  0.22
H -7.012 -0.679 2.317  0.26
H -4.558 -3.021 3.664  0.29
H 5.521 4.225 3.536  0.10
H 4.603 -1.842 0.805  0.60
H 0.054 -2.744 -3.864  0.37
H 2.296 -5.651 1.698  0.21
H 1.467 4.664 -1.626  0.25
H 5.204 6.413 5.432  0.18
H -3.625 -0.124 -2.568  0.20
H 4.268 2.896 -0.396  -0.15
H 3.312 -2.707 2.572  0.52
H 6.273 5.445 6.470  0.25
H 1.004 -4.231 5.486  0.27
H -4.582 -0.617 -5.346  0.26
H 5.339 -1.657 -2.164  0.45
H 5.534 2.801 2.447  -0.08
H -7.369 -1.547 -2.470  0.47
H -0.252 2.492 3.288  0.56
H -8.863 -1.688 3.274  0.25
H -6.517 0.015 -2.414  0.24
H 6.059 7.191 6.780  0.32
H -0.229 1.172 2.151  0.39
H -1.351 -1.436 -4.918  -0.10
H 5.682 2.226 4.686  0.31
H -1.835 2.915 -6.512  0.34
H -2.182 0.921 -7.745  0.51
H -4.352 2.283 -4.034  0.41
H -0.158 0.172 -7.222  0.48
H 1.003 -1.198 -3.996  0.06
H -0.217 0.723 -5.547  0.16
H -6.222 -3.474 -0.714  0.29
H -3.044 -3.898 3.366  0.29
H 0.734 1.755 4.982  0.33
H -0.430 -2.765 3.446  0.35
H 0.173 5.579 -0.825  0.25
H -3.243 2.126 -2.608  0.28
H 3.691 -1.778 -4.992  0.33
H 1.992 -3.806 -3.389  0.38
H 6.599 3.072 -1.997  0.29
H 0.332 -3.072 -6.270  0.39
H 2.400 -1.056 -2.518  -0.13
H 5.325 0.198 -0.879  0.32
H -1.381 1.590 -4.128  0.02
H -6.421 -1.144 -0.247  0.18
H 3.842 -6.501 1.488  0.36
H 2.619 4.062 3.073  0.28
H -9.444 0.095 -6.142  0.29
H 3.581 0.471 -0.995  0.54

Results
Largest force on an atom: 1.8 eV/Å
Net charge: +1
HOMO energy: -11.50 eV
Gap between HOMO and LUMO: 0.2821 Ha

Record 5
DFT (the ωB97M-V functional and the def2-TZVPD basis) results for the ion C4H8NOS with charge -1 at a distorted geometry.

Last column: Mulliken charge in e.
Atoms and positions in Å:
S -0.946 2.916 0.082  -0.67
O -0.499 -2.831 -1.372  -0.63
N -0.604 -1.128 0.140  -0.20
C -0.004 -1.848 -0.827  0.03
C -0.677 1.202 -0.718  -0.99
C 1.148 0.398 0.943  -1.15
C -0.283 0.306 0.429  0.24
H -0.920 0.504 1.298  0.29
H 0.153 1.465 -1.367  0.26
H 1.689 -0.554 0.967  0.37
H -1.546 -1.445 0.334  0.24
H 1.274 0.682 1.991  0.29
H -1.488 0.781 -1.312  0.35
H 1.058 -1.658 -1.004  0.30
H 1.645 1.213 0.416  0.29

Results
Energy relative to the best compared isomer or geometry (same formula, charge and spin): 19.42 kcal per mole
Largest force on an atom: 2.4 eV/Å
Net charge: -1
HOMO energy: -2.70 eV
Gap between HOMO and LUMO: 0.2373 Ha

Record 6
DFT (the ωB97M-V functional and the def2-TZVPD basis) results for a structure of composition C44H45AsO6SSbV at a distorted geometry.

Last column: Mulliken spin population.
Atoms and positions in Å:
Sb -0.363 0.243 -1.952  -0.02
As -0.089 -3.866 3.257  0.02
V -0.153 -1.170 2.118  2.27
S -1.260 -2.559 0.220  0.01
O -1.170 -2.527 3.199  0.02
O -2.732 -2.405 0.268  0.01
O -0.967 -4.874 4.513  0.01
O 1.171 -1.444 4.871  0.03
O 0.276 0.071 1.099  -0.25
O -0.709 -2.387 -1.162  0.00
C -0.764 -4.921 1.718  0.01
C 1.272 -0.868 3.790  -0.08
C 2.176 -1.160 -1.107  -0.23
C -1.360 -5.166 -0.618  0.01
C 2.180 0.734 -4.425  0.00
C 0.382 4.952 -3.518  0.00
C -1.675 2.691 2.079  -0.01
C -3.987 0.458 0.065  -0.01
C -0.848 -2.367 -5.499  0.00
C -0.416 2.739 -3.986  0.00
C -3.135 0.983 1.186  0.01
C 3.878 -0.599 -3.190  0.00
C 2.572 -0.106 -3.236  0.00
C 3.954 1.606 4.907  0.00
C -1.361 -6.544 -0.489  0.00
C 2.964 0.635 4.917  0.00
C -3.063 0.331 2.413  0.02
C 0.841 4.503 -2.287  0.00
C 3.482 -1.631 -1.067  -0.01
C 2.878 0.673 2.523  -0.02
C -0.375 -1.694 -4.383  0.00
C -1.622 2.064 3.323  0.03
C -0.846 2.698 4.471  0.00
C -0.624 1.745 5.646  0.00
C 1.221 2.730 -0.554  0.00
C -2.762 -0.929 -5.518  0.00
C 3.886 1.631 2.506  0.00
C -1.071 -7.122 0.744  0.00
C 0.033 2.269 -2.753  0.00
C -1.072 -4.361 0.479  -0.02
C -2.299 -0.257 -4.384  0.00
C -3.190 0.807 -3.787  0.00
C 2.408 0.164 3.729  -0.04
C 0.676 3.176 -1.888  0.00
C -0.766 -6.314 1.829  0.00
C -1.071 -0.622 -3.820  0.00
C 4.338 -1.350 -2.119  0.00
C -2.415 2.163 1.036  0.00
C -2.326 0.869 3.467  0.01
C 1.700 -0.397 -2.174  0.04
C 4.421 2.107 3.695  0.00
C -0.250 4.064 -4.375  0.00
C 0.490 3.287 4.004  0.00
C -2.047 -1.974 -6.079  0.00
H 0.351 4.132 3.328  0.00
H 0.554 -2.017 -3.925  0.00
H -0.542 -6.764 2.791  0.00
H 1.568 3.581 0.036  0.00
H 1.341 5.194 -1.616  0.00
H -4.035 0.342 -3.273  0.00
H 3.816 -2.212 -0.216  0.00
H -4.163 -0.608 0.178  0.00
H -2.673 1.433 -3.061  0.00
H 2.067 2.050 -0.691  0.00
H -1.078 -8.201 0.857  0.00
H 1.067 3.641 4.862  0.00
H 1.509 -1.374 -0.283  0.19
H 4.546 -0.380 -4.018  0.00
H 5.361 -1.712 -2.109  0.00
H -3.589 1.466 -4.562  0.00
H 4.365 1.979 5.840  0.00
H -3.574 -0.615 2.546  0.00
H 5.192 2.869 3.681  0.00
H 4.243 2.017 1.558  0.00
H -1.576 -4.685 -1.566  0.00
H -0.287 -3.199 -5.908  0.00
H 1.184 0.484 -4.791  0.00
H -1.587 -7.169 -1.347  0.00
H 0.010 2.224 6.396  0.00
H -2.430 -2.487 -6.955  0.00
H 0.493 2.172 0.043  0.00
H 1.084 2.533 3.485  0.00
H 2.893 0.592 -5.240  0.00
H 2.167 1.794 -4.166  0.00
H -4.944 0.991 0.027  0.00
H -3.711 -0.631 -5.954  0.00
H 2.587 0.222 5.846  0.00
H -1.460 3.529 4.844  0.00
H -1.567 -4.246 4.930  0.00
H -3.484 0.603 -0.891  0.00
H -1.119 3.604 1.909  0.00
H -1.565 1.475 6.130  0.00
H -2.418 2.669 0.075  0.00
H -2.301 0.325 4.403  -0.01
H 0.520 5.989 -3.804  0.00
H -0.893 2.050 -4.677  0.00
H -0.134 0.824 5.331  0.00
H -0.609 4.396 -5.343  0.00
H 2.411 0.339 1.604  0.02

Results
Spin multiplicity: 3
Energy relative to the best compared isomer or geometry (same formula, charge and spin): 4.87 kcal per mole
Expectation value of S²: 2.031
Largest force on an atom: 1.2 eV/Å
Net charge: -2
HOMO energy (spin up / spin down): -1.80 / -2.13 eV
Gap between HOMO and LUMO (spin up / spin down): 0.2242 / 0.2364 Ha

Record 7
DFT (the ωB97M-V functional and the def2-TZVPD basis) results for a structure of composition C12H24BKN3O2PS at a distorted geometry.

Last column: Mulliken charge in e.
Atoms and positions in Å:
K 0.960 -1.723 -2.008  0.92
S -0.149 -2.025 2.881  -0.01
P -1.426 2.866 -3.560  0.23
O -3.001 2.993 -3.582  -0.72
O -0.025 -4.523 1.103  -0.26
N -0.500 -2.398 0.018  0.16
N -0.478 -3.270 -1.067  -0.61
N -1.577 0.955 -1.454  -0.39
C -0.209 -3.082 1.336  0.23
C 0.811 1.631 -2.255  -0.40
C -2.906 2.375 0.414  -1.06
C 1.416 -2.406 3.836  -0.53
C 2.139 0.313 1.538  -0.81
C 2.920 -1.103 1.911  -0.31
C 2.692 -1.432 3.500  -0.68
C -2.745 1.329 -0.838  0.47
C -4.139 0.627 -1.437  -0.91
C -0.178 -4.602 -0.364  0.00
C 1.415 0.229 0.053  0.45
C 1.786 1.474 -0.947  -0.67
B -0.737 2.144 -1.881  0.63
H -5.028 0.939 -0.739  0.31
H -0.630 2.995 -1.074  -0.22
H -0.994 1.906 -4.583  -0.03
H 1.274 2.500 -2.924  0.12
H 0.831 0.662 -2.911  -0.15
H 0.246 0.154 0.278  0.10
H -2.111 2.229 1.279  0.18
H 2.547 -0.413 4.058  0.30
H 4.079 -0.864 1.756  0.29
H -4.321 0.942 -2.573  0.22
H 2.835 1.254 1.555  0.35
H 1.289 0.470 2.349  0.23
H 1.887 2.437 -0.285  0.33
H -2.981 3.515 0.068  0.21
H 2.878 1.243 -1.370  0.19
H 3.648 -1.950 3.956  0.33
H -0.106 -5.497 -1.115  0.36
H -3.962 2.153 0.925  0.37
H 1.139 -2.318 4.987  0.34
H 1.708 -0.779 -0.503  -0.18
H -0.718 4.102 -3.768  0.00
H 1.694 -3.526 3.632  0.30
H 2.676 -1.982 1.178  0.12
H -3.949 -0.547 -1.372  0.19

Results
Energy relative to the best compared isomer or geometry (same formula, charge and spin): 100.62 kcal per mole
Largest force on an atom: 10.6 eV/Å
HOMO energy: -6.29 eV
Gap between HOMO and LUMO: 0.1758 Ha

Record 8
DFT (the ωB97M-V functional and the def2-TZVPD basis) results for the molecule C3H7NO2 at a distorted geometry.

Last column: Mulliken charge in e.
Atoms and positions in Å:
O -0.360 0.848 0.424  -0.44
O -1.132 -0.838 2.280  -0.33
N -0.690 -1.346 1.090  -0.40
C 0.790 1.505 -0.040  -0.57
C -0.184 -1.005 -1.210  -0.97
C -0.222 -0.530 0.213  0.66
H -0.590 -2.011 -1.266  0.36
H -0.949 0.120 2.307  0.35
H -0.755 -0.350 -1.873  0.29
H 0.851 -1.034 -1.555  0.27
H 0.784 1.619 -1.121  0.23
H 0.912 2.431 0.512  0.23
H 1.543 0.590 0.239  0.32

Results
Energy relative to the best compared isomer or geometry (same formula, charge and spin): 90.43 kcal per mole
Largest force on an atom: 3.9 eV/Å
HOMO energy: -9.46 eV
Gap between HOMO and LUMO: 0.3751 Ha